# 1
100
Properties=species:S:1:pos:R:3:forces:R:3:lowdin_charge:R:1 method="wB97M-V/def2-TZVPD" e_homo_ev=-9.8 smiles="C=CC1=C(CCCOC(C)=O)C(=O)OC1=O.COC(=O)OC.COC(=O)OC.COC(=O)OC.COC(=O)OC.COC(=O)OC.COC(=O)OC" fmax_ev_per_a=2.4
C 4.1999 -0.5746 6.0629 0.17 0.03 0.26 0.0711
C 5.1169 0.1106 5.3813 -0.21 -0.22 -0.12 -0.0839
C 4.9179 1.2874 4.5644 0.75 0.56 0.73 -0.0871
C 3.8545 2.0241 4.2053 0.45 -0.69 -0.15 -0.0648
C 2.4583 1.8768 4.6799 -0.22 1.54 -0.25 -0.0971
C 1.3425 2.2117 3.6579 -0.08 -1.14 0.68 -0.1131
C 0.6590 0.9213 3.2118 -0.96 0.77 -0.44 -0.1642
O 1.3068 0.3558 2.0603 0.63 -0.08 0.49 0.0011
C 2.2487 -0.5635 2.3777 0.81 -0.97 0.15 -0.5260
C 3.5853 -0.3898 1.6979 -0.47 0.44 -0.21 0.0365
O 2.0783 -1.4826 3.1413 -0.48 0.49 0.10 0.0988
C 4.3572 2.9809 3.1716 -0.86 -0.07 -1.53 -0.3508
O 3.8021 3.8302 2.5343 0.44 -0.60 0.82 0.1747
O 5.6770 2.6085 2.8480 0.60 1.15 0.60 0.1376
C 6.1242 1.9766 3.9810 0.47 -0.12 1.53 -0.3496
O 7.1912 2.1270 4.5380 -1.80 -0.58 -1.54 0.1462
H 4.3873 -1.6144 6.2707 0.21 -0.06 0.58 0.0703
H 3.3069 -0.1496 6.4844 -0.45 -0.02 -0.46 0.0624
H 6.1058 -0.3202 5.3247 0.10 -0.21 -0.49 0.1141
H 2.2794 0.9079 5.1242 0.19 -0.30 -0.07 0.0920
H 2.3718 2.5882 5.5054 -0.08 0.02 0.18 0.1383
H 0.5696 2.7755 4.1737 -0.01 0.27 0.00 0.1156
H 1.6986 2.7817 2.8102 -0.01 0.11 -0.10 0.1097
H -0.3571 1.1538 2.9111 -0.13 -0.07 -0.28 0.1245
H 0.5723 0.2087 4.0251 0.20 -0.29 -0.01 0.1205
H 3.7092 0.6441 1.3968 0.11 0.07 -0.31 0.0825
H 4.3824 -0.6656 2.3751 0.00 -0.17 0.24 0.0822
H 3.6384 -1.0531 0.8407 0.01 0.02 -0.23 0.0942
C 9.7214 2.9242 4.0899 0.36 0.14 0.03 -0.0444
O 11.0585 2.6679 3.6271 0.04 0.00 0.16 0.0113
C 11.4016 3.3466 2.5395 0.03 -0.09 0.10 -0.6294
O 10.7092 4.1258 1.9403 -0.04 0.09 -0.08 0.1241
O 12.6552 3.0147 2.2199 0.08 -0.03 -0.02 0.0006
C 13.1554 3.6765 1.0588 0.17 0.04 -0.15 -0.0465
H 9.5693 2.3155 4.9711 0.17 -0.13 -0.01 0.0858
H 9.6095 3.9747 4.3553 -0.05 0.01 -0.11 0.1048
H 9.0070 2.6479 3.3325 -0.02 0.07 -0.19 0.0753
H 13.1708 4.7548 1.2067 -0.11 0.01 -0.04 0.0964
H 12.5580 3.4248 0.1843 -0.07 0.09 0.03 0.0964
H 14.1716 3.3224 0.9106 -0.02 -0.09 0.13 0.0912
C -4.4821 0.4391 -0.3995 -0.18 0.15 -0.11 -0.0327
O -3.6848 -0.0235 0.6945 -0.04 0.07 0.02 0.0084
C -2.8523 -1.0125 0.3808 -0.03 0.08 0.14 -0.6188
O -2.7357 -1.5137 -0.7066 0.05 -0.08 -0.10 0.1151
O -2.1745 -1.3499 1.4733 0.05 -0.02 0.10 0.0081
C -1.2346 -2.4097 1.2801 0.26 -0.22 0.12 -0.0321
H -5.1095 1.2368 -0.0130 0.07 -0.02 0.15 0.0928
H -3.8525 0.8330 -1.1950 0.02 -0.11 -0.04 0.0992
H -5.1144 -0.3607 -0.7800 0.09 -0.04 -0.06 0.0988
H -0.4777 -2.1225 0.5526 -0.08 -0.02 -0.10 0.0975
H -1.7386 -3.3230 0.9689 -0.03 0.07 -0.15 0.0975
H -0.7489 -2.5876 2.2355 -0.09 0.19 0.08 0.0921
C -2.6465 -2.4383 -3.8345 0.20 0.07 0.18 -0.0195
O -3.5597 -3.2137 -4.6231 0.04 0.08 -0.07 -0.0148
C -4.6112 -2.5308 -5.0659 0.11 -0.09 0.04 -0.6229
O -4.8360 -1.3676 -4.8622 -0.06 0.13 -0.04 0.1264
O -5.3757 -3.3608 -5.7787 -0.04 -0.04 -0.05 -0.0124
C -6.5528 -2.7585 -6.3243 -0.20 0.00 -0.12 -0.0272
H -1.8412 -3.1040 -3.5373 -0.09 -0.15 -0.09 0.0975
H -2.2323 -1.6208 -4.4226 -0.10 0.04 -0.01 0.0989
H -3.1337 -2.0573 -2.9427 -0.03 0.08 -0.04 0.0720
H -6.2921 -1.9540 -7.0092 0.01 0.06 0.07 0.0869
H -7.1967 -2.3859 -5.5300 0.07 0.10 0.01 0.0995
H -7.0756 -3.5362 -6.8731 0.12 -0.10 0.03 0.0955
C -4.1037 -6.2290 -4.4289 -0.08 -0.06 -0.26 -0.0293
O -4.3260 -6.5667 -3.0545 -0.06 0.04 -0.01 0.0149
C -3.4848 -7.4728 -2.5690 -0.11 0.09 0.02 -0.6277
O -2.5908 -8.0060 -3.1702 0.11 -0.07 -0.04 0.1242
O -3.8026 -7.6914 -1.2910 -0.02 -0.01 0.09 0.0015
C -2.9722 -8.6521 -0.6398 0.06 -0.12 0.19 -0.0456
H -4.8449 -5.4885 -4.7004 -0.07 0.03 0.18 0.0743
H -3.1145 -5.8013 -4.5632 0.05 -0.09 -0.01 0.0945
H -4.2303 -7.1056 -5.0631 0.13 -0.07 0.07 0.1016
H -1.9358 -8.3197 -0.6269 0.02 -0.05 -0.11 0.0963
H -3.0506 -9.6223 -1.1269 0.08 0.03 -0.08 0.0969
H -3.3328 -8.7357 0.3816 -0.11 0.10 -0.03 0.0914
C -1.5257 6.4243 5.5868 0.15 0.20 -0.08 -0.0385
O -1.7769 5.0264 5.7481 0.11 -0.02 -0.05 -0.0030
C -2.9549 4.7421 6.3025 0.08 -0.10 -0.04 -0.6291
O -3.7783 5.5402 6.6579 -0.09 0.09 0.04 0.1298
O -3.0580 3.4166 6.3925 0.03 -0.08 0.00 0.0012
C -4.2828 2.9632 6.9727 -0.16 -0.18 0.08 -0.0393
H -0.5447 6.5142 5.1292 0.01 -0.16 0.00 0.0921
H -2.2678 6.8752 4.9310 -0.08 0.01 0.09 0.0985
H -1.5171 6.9274 6.5517 -0.12 0.01 0.00 0.0980
H -5.1329 3.2787 6.3711 0.00 0.10 0.05 0.0982
H -4.3844 3.3305 7.9920 -0.04 0.10 -0.04 0.0979
H -4.2388 1.8781 6.9866 0.14 0.01 -0.07 0.0927
C -6.4688 1.6899 -11.9734 -0.15 0.09 -0.18 -0.0410
O -5.3354 1.7921 -11.1106 0.00 0.07 -0.04 0.0063
C -5.1267 0.7167 -10.3536 0.07 0.11 0.01 -0.6274
O -5.7952 -0.2827 -10.3485 -0.08 -0.10 0.00 0.1218
O -4.0508 0.9408 -9.6030 0.08 0.03 0.04 0.0098
C -3.7102 -0.1422 -8.7372 0.15 -0.18 0.22 -0.0354
H -6.5241 2.6221 -12.5279 0.13 0.05 0.08 0.0926
H -6.3469 0.8647 -12.6725 -0.04 -0.07 0.08 0.0973
H -7.3821 1.5630 -11.3953 0.02 -0.11 0.01 0.0973
H -3.4780 -1.0362 -9.3134 -0.13 -0.03 -0.01 0.1000
H -4.5170 -0.3406 -8.0336 -0.04 -0.06 -0.07 0.0853
H -2.8265 0.1552 -8.1805 -0.01 0.20 -0.09 0.0950



# 2
85
Properties=species:S:1:pos:R:3:forces:R:3:lowdin_charge:R:1 method="wB97M-V/def2-TZVPD" total_charge=+2 e_homo_ev="-10.8 / -10.8" relative_energy_kj_mol=146.0 fmax_ev_per_a=3.3
N -5.9228 4.2102 -4.2937 -0.53 0.34 0.34 0.1051
C -5.8091 4.6847 -3.0547 0.84 -0.46 0.21 -0.0835
C -4.9529 4.0796 -2.1157 -0.50 0.01 0.59 0.0288
C -4.3031 2.8428 -2.4067 -1.15 0.21 -0.78 -0.1690
C -4.4046 2.4287 -3.7743 -0.39 0.06 0.63 0.0371
C -5.2356 3.1348 -4.6483 0.84 -0.37 0.05 -0.0982
C -3.5879 2.1380 -1.3720 0.68 0.63 -1.57 0.0922
Be -1.8984 0.4811 -0.0985 0.76 -1.55 1.30 0.0626
P 5.1890 -0.5818 0.2602 2.60 -2.03 0.52 0.8994
C -2.6359 1.1137 -1.5964 -1.37 0.55 -0.37 -0.1324
C -1.2234 1.5748 -1.4036 0.77 0.12 0.82 -0.2547
C -0.1742 0.9945 -2.1689 -0.04 0.72 0.12 -0.0238
C 1.1478 1.1491 -1.7696 0.18 0.87 -0.38 -0.0645
C 1.4247 1.9181 -0.6272 -0.98 -0.22 0.94 -0.6046
C 0.4255 2.6529 0.0299 -0.28 -0.91 -0.20 -0.1095
C -0.9185 2.3730 -0.2419 0.80 1.35 -1.84 -0.0407
Br 2.9512 1.6258 0.4071 -0.21 0.59 -0.69 1.0158
H -3.6645 2.5915 -0.3948 0.28 0.35 0.17 0.1202
H -2.8437 0.4348 -2.4173 0.38 0.39 -0.35 0.1203
H -4.8178 4.5927 -1.1499 -0.18 -0.56 -0.36 0.1276
H -3.8965 1.5504 -4.1398 0.03 -0.14 0.03 0.1126
H -6.4122 5.5583 -2.7871 0.37 -0.26 -0.16 0.1291
H -5.3277 2.8321 -5.6941 0.04 0.00 0.35 0.1284
H -0.3894 0.4648 -3.1029 -0.15 0.31 0.55 0.1223
H -1.6396 3.0754 0.2060 0.10 -0.90 -0.08 0.1421
H 1.9858 0.8176 -2.4108 -0.61 -0.26 0.66 0.1311
H 0.6803 3.3561 0.8222 0.05 -0.27 -0.16 0.1222
P -1.1380 -1.6417 -0.3033 -0.15 -0.66 0.13 1.0610
C 5.9596 1.0657 0.6810 -0.80 1.06 -0.40 -0.4767
C 7.2948 1.4487 -0.0011 0.08 -0.26 -0.06 -0.1534
H 6.1337 1.0723 1.7754 -0.39 -0.31 -0.44 0.0869
H 5.2350 1.8769 0.4548 0.89 -0.20 0.33 -0.0513
H 7.4287 2.5378 0.0646 -0.10 -0.29 -0.06 0.0727
H 8.1756 1.0012 0.4875 -0.48 -0.07 -0.21 0.0766
H 7.3090 1.1666 -1.0622 0.02 0.09 0.26 0.0645
C 4.3228 -1.0592 -1.3064 -0.01 0.66 -0.34 -0.4576
C 5.1217 -2.1264 -2.1035 -0.18 0.15 0.00 -0.1695
H 4.1726 -0.1599 -1.9241 -0.08 -0.23 -0.04 0.0503
H 3.3290 -1.4687 -1.0468 0.26 0.32 -0.02 0.0397
H 4.6671 -2.2547 -3.0961 0.07 -0.01 0.19 0.0654
H 6.1722 -1.8392 -2.2522 -0.37 0.00 0.15 0.0675
H 5.1079 -3.1059 -1.6023 0.04 0.40 -0.03 0.0708
C 4.1834 -1.1867 1.6607 -0.07 0.01 0.52 -0.4900
C 5.0568 -1.8656 2.7475 -0.14 -0.02 0.16 -0.1706
H 3.5137 -1.9573 1.2416 0.13 0.34 0.01 0.0635
H 3.5611 -0.3940 2.1100 -0.01 -0.37 0.04 0.0103
H 4.4394 -2.5546 3.3418 0.14 0.21 -0.04 0.0637
H 5.8719 -2.4533 2.3049 -0.28 0.22 0.02 0.0638
H 5.5063 -1.1442 3.4471 -0.14 -0.14 -0.32 0.0693
C -0.7114 -2.6032 1.2117 -0.07 0.29 0.47 -0.3919
C -1.1799 -4.0521 1.1703 -0.09 -0.31 0.11 -0.1218
H -1.1461 -2.1131 2.0954 0.12 -0.20 -0.20 0.0692
H 0.3876 -2.5652 1.3154 -0.36 0.09 -0.04 0.0901
H -2.2611 -4.1147 1.3552 0.32 -0.09 -0.09 0.0792
H -0.9549 -4.5309 0.2095 -0.13 -0.01 0.32 0.0686
H -0.6633 -4.6230 1.9540 -0.22 0.11 -0.22 0.0946
C 0.0945 -2.4962 -1.3998 -0.06 0.36 0.10 -0.3494
C -0.1127 -2.3133 -2.8928 0.10 -0.43 -0.25 -0.1238
H 0.0689 -3.5670 -1.1376 -0.09 0.46 -0.09 0.0842
H 1.0930 -2.1313 -1.0934 -0.40 -0.04 -0.07 0.0744
H -1.1418 -2.5565 -3.1859 0.20 0.09 -0.02 0.0795
H 0.1307 -1.3001 -3.2127 -0.01 -0.35 -0.07 0.0363
H 0.5496 -3.0145 -3.4178 -0.19 0.28 -0.03 0.0937
C -2.8263 -2.2688 -0.7170 0.80 -0.62 -0.68 -0.3752
C -3.8905 -1.9644 0.3316 -0.29 -0.02 0.17 -0.1260
H -2.7237 -3.3477 -0.8988 -0.19 0.25 -0.04 0.0909
H -3.0795 -1.8049 -1.6748 -0.03 -0.19 0.01 0.0674
H -4.6643 -1.3300 -0.1034 -0.03 -0.02 0.14 0.0808
H -4.3757 -2.8866 0.6690 0.11 0.24 -0.02 0.0903
H -3.4909 -1.4401 1.2026 -0.13 -0.21 -0.04 0.0468
C -1.2815 0.4097 4.8807 0.28 0.11 0.10 0.0122
N -1.2266 0.4615 3.4050 0.06 0.15 -0.72 -0.0838
C 0.0796 0.2295 2.7558 0.31 -0.50 -0.32 0.0138
C -2.2894 0.7583 2.6763 0.93 -0.66 -1.50 -0.3497
C -3.4517 1.3604 3.3481 -0.55 0.29 0.22 0.0440
O -2.3116 0.5542 1.3774 -0.12 0.94 2.48 -0.0509
H -0.3183 0.0157 5.2380 -0.52 0.17 -0.13 0.1059
H -2.0810 -0.2540 5.2078 0.04 0.02 -0.04 0.1087
H -1.4400 1.3991 5.3204 0.09 -0.11 -0.12 0.1059
H 0.0217 -0.6275 2.0662 0.11 0.57 0.47 0.0444
H 0.4181 1.0974 2.1654 -0.26 -0.21 0.48 0.0766
H 0.8110 -0.0050 3.5420 -0.24 0.18 -0.43 0.1091
H -3.0869 2.0766 4.0984 -0.31 -0.21 -0.18 0.1050
H -4.0462 1.8889 2.5998 -0.07 -0.19 0.22 0.1027
H -4.0705 0.6068 3.8618 0.15 0.24 -0.21 0.1253



The evaluated total energy for the records listed, in turn: -77942.83634, -124900.95453 eV.